# 1
Density functional theory data (the ωB97M-V functional and the def2-TZVPD basis) for an isolated ion of composition C4H7NO2 and charge +1 at a distorted geometry.

Properties
HOMO (alpha / beta), eV: -15.9162 / -14.8162
LUMO (alpha / beta), eV: -5.02 / -8.89
Relative energy (zero: lowest compared OMol25 entry of this formula, charge and spin), kJ/mol: 168.9
Calculated total energy, a.u.: -361.4353

Geometry as ORCA input:
```
! RIJCOSX wB97M-V def2-TZVPD def2/J DEFGRID3
* xyz 1 2
C 0.103 1.547 -0.397
N 0.451 0.269 -0.092
C 1.620 -0.501 -0.795
C -0.519 -0.638 0.416
C -1.700 -0.096 1.279
O -2.480 0.819 0.950
O -1.016 1.889 -0.762
H 0.897 2.259 -0.551
H 2.148 -0.935 0.124
H 1.255 -1.464 -1.328
H 2.193 0.251 -1.384
H 0.102 -1.467 0.939
H -1.030 -1.142 -0.431
H -2.025 -0.792 2.031
*
```

Atom charges from the Mulliken analysis, given in e for atoms 1 to 6: 0.003, 0.084, -0.717, -0.287, -0.086, -0.266

# 2
Density functional theory data (the ωB97M-V functional and the def2-TZVPD basis) for one molecule with the formula C4H7NO2S at a distorted geometry.

Properties
HOMO, eV: -9.6013
LUMO, eV: 0.62
Relative energy (zero: lowest compared OMol25 entry of this formula, charge and spin), kJ/mol: 163.1
Calculated total energy, a.u.: -760.0144
SMILES: O=CNC(=O)CCS

Geometry as ORCA input:
```
! RIJCOSX wB97M-V def2-TZVPD def2/J DEFGRID3
* xyz 0 1
O 2.086 0.861 -2.610
C 1.321 0.952 -1.689
N 0.131 0.178 -1.908
C -0.893 -0.245 -0.938
O -1.728 -1.052 -1.275
C -0.899 0.248 0.461
C -0.001 -0.662 1.260
S 0.533 0.106 2.911
H 1.556 1.425 -0.783
H -0.035 -0.158 -2.892
H -1.954 0.248 0.906
H -0.693 1.315 0.649
H 1.098 -0.829 0.841
H -0.541 -1.656 1.251
H 0.018 -0.730 3.816
*
```

Atom charges from the Mulliken analysis, given in e for atoms 1 to 6: -0.519, 0.018, -0.143, 0.430, -0.547, -0.654

# 3
Density functional theory data (the ωB97M-V functional and the def2-TZVPD basis) for one molecule with the formula C4H7NO2S at a distorted geometry.

Properties
HOMO, eV: -9.1850
LUMO, eV: 0.67
Relative energy (zero: lowest compared OMol25 entry of this formula, charge and spin), kJ/mol: 192.8
Calculated total energy, a.u.: -760.0031
SMILES: O=C1NCC[C@@]1(O)S

Geometry as ORCA input:
```
! RIJCOSX wB97M-V def2-TZVPD def2/J DEFGRID3
* xyz 0 1
O -1.724 -1.211 1.224
C -0.878 -0.757 0.472
N -0.357 -1.347 -0.647
C 0.726 -0.697 -1.219
C 1.382 0.180 -0.098
C -0.181 0.635 0.668
O -0.009 1.182 1.894
S -0.860 1.934 -0.390
H -0.767 -2.176 -1.097
H 0.374 0.077 -1.850
H 1.400 -1.524 -1.642
H 1.871 -0.528 0.613
H 1.931 1.055 -0.401
H -0.771 0.874 2.444
H -2.136 2.304 0.029
*
```

Atom charges from the Mulliken analysis, given in e for atoms 1 to 6: -0.628, 0.335, -0.095, -0.506, -0.844, 0.421

# 4
Density functional theory data (the ωB97M-V functional and the def2-TZVPD basis) for one molecule with the formula C4H7NO2S at a distorted geometry.

Properties
HOMO, eV: -9.1846
LUMO, eV: 0.53
Relative energy (zero: lowest compared OMol25 entry of this formula, charge and spin), kJ/mol: 441.4
Calculated total energy, a.u.: -759.9084
SMILES: C[C@H]1CN(O)C(=S)O1

Geometry as ORCA input:
```
! RIJCOSX wB97M-V def2-TZVPD def2/J DEFGRID3
* xyz 0 1
C 1.970 -0.883 -0.258
C 0.583 -0.473 0.347
C 0.097 0.926 0.028
N -1.279 0.732 0.360
O -1.958 1.808 -0.243
C -1.666 -0.608 0.168
S -3.122 -1.185 -0.050
O -0.491 -1.386 -0.074
H 2.700 -1.839 0.132
H 2.554 0.092 0.018
H 2.030 -0.785 -1.420
H 0.501 -0.550 1.405
H 0.486 1.186 -0.928
H 0.493 1.543 0.961
H -2.899 1.423 -0.446
*
```

Atom charges from the Mulliken analysis, given in e for atoms 1 to 6: -1.117, 0.278, -0.700, 0.104, -0.389, 0.257